DFT (ωB97M-V with the def2-TZVPD basis set) results for a 6-piece molecular cluster, C31H65IN9O5 overall in a non-equilibrium geometry.

Last column: Löwdin charge in e.
Element x y z (Å)
1 C -0.682 -3.587 -1.694  -0.09
2 C 0.510 -2.653 -1.898  -0.23
3 C 1.462 -2.606 -0.673  -0.16
4 C 1.261 -1.302 0.102  -0.29
5 C -0.111 -1.148 0.821  -0.02
6 C 2.355 -0.875 1.048  -0.04
7 C 2.641 0.514 1.046  -0.20
8 C 1.909 1.549 0.223  -0.18
9 C 2.718 2.150 -0.939  -0.73
10 C 1.799 2.745 -2.014  -0.14
11 I 4.177 0.807 -1.791  0.87
12 C 3.641 0.994 1.827  -0.01
13 N 4.331 0.163 2.618  0.14
14 C 4.082 -1.153 2.706  -0.19
15 C 4.960 -1.898 3.672  0.02
16 C 3.085 -1.713 1.923  -0.06
17 C 2.874 -3.202 2.097  -0.06
18 C 1.682 -3.653 2.999  -0.64
19 N 1.400 -2.810 4.142  0.10
20 N 0.458 -3.785 2.256  0.10
21 N 2.141 -4.950 3.589  0.08
22 H -0.350 -4.578 -1.375  0.07
23 H -1.386 -3.198 -0.957  0.05
24 H -1.234 -3.671 -2.629  0.07
25 H 0.136 -1.648 -2.063  0.08
26 H 1.069 -3.016 -2.758  0.11
27 H 1.269 -3.489 -0.073  0.07
28 H 2.501 -2.637 -1.015  0.12
29 H 1.257 -0.550 -0.683  0.10
30 H -0.724 -0.411 0.299  0.07
31 H 0.001 -0.797 1.847  0.08
32 H -0.672 -2.073 0.794  0.05
33 H 1.716 2.377 0.912  0.14
34 H 0.937 1.207 -0.114  0.10
35 H 3.301 2.965 -0.525  0.03
36 H 2.271 2.687 -2.992  0.05
37 H 0.834 2.243 -2.028  0.06
38 H 1.675 3.805 -1.794  0.07
39 H 3.910 2.042 1.843  0.16
40 H 5.070 0.554 3.185  0.17
41 H 5.728 -1.233 4.064  0.09
42 H 5.457 -2.723 3.167  0.10
43 H 4.392 -2.272 4.521  0.09
44 H 3.750 -3.572 2.626  0.09
45 H 2.859 -3.733 1.149  0.12
46 H 2.248 -2.768 4.693  0.07
47 H 1.142 -1.867 3.866  0.09
48 H 0.501 -4.527 1.572  0.09
49 H -0.321 -3.921 2.886  0.08
50 H 2.808 -5.382 2.956  0.07
51 H 1.353 -5.589 3.581  0.08
52 C -0.831 -0.117 -4.506  -0.34
53 O -1.041 -1.177 -3.940  0.00
54 N -1.291 1.067 -4.073  -0.19
55 C -1.023 2.317 -4.768  -0.05
56 C -2.093 1.090 -2.859  -0.03
57 H -0.232 -0.046 -5.428  0.14
58 H -0.483 3.003 -4.110  0.08
59 H -1.947 2.806 -5.080  0.05
60 H -0.413 2.120 -5.648  0.09
61 H -1.528 0.690 -2.015  0.07
62 H -2.983 0.471 -2.972  0.10
63 H -2.387 2.115 -2.648  0.09
64 C -4.043 -1.162 0.935  -0.35
65 O -3.384 -0.979 -0.075  -0.01
66 N -4.657 -2.314 1.248  -0.19
67 C -5.424 -2.475 2.471  -0.05
68 C -4.546 -3.432 0.326  -0.03
69 H -4.187 -0.375 1.695  0.13
70 H -5.004 -3.271 3.088  0.08
71 H -6.461 -2.722 2.239  0.09
72 H -5.406 -1.549 3.041  0.08
73 H -3.500 -3.710 0.189  0.08
74 H -4.950 -3.162 -0.650  0.10
75 H -5.096 -4.280 0.725  0.09
76 C -2.699 -3.961 5.745  -0.36
77 O -3.904 -4.118 5.772  0.01
78 N -1.865 -4.153 6.783  -0.20
79 C -0.437 -3.936 6.645  -0.07
80 C -2.421 -4.584 8.056  -0.04
81 H -2.170 -3.633 4.831  0.12
82 H 0.112 -4.857 6.853  0.09
83 H -0.104 -3.158 7.336  0.09
84 H -0.220 -3.620 5.629  0.03
85 H -2.935 -5.538 7.942  0.09
86 H -3.144 -3.854 8.421  0.09
87 H -1.616 -4.689 8.779  0.09
88 C 3.172 6.147 -0.800  -0.34
89 O 3.120 5.168 -0.068  -0.02
90 N 4.300 6.775 -1.149  -0.19
91 C 4.299 7.936 -2.021  -0.05
92 C 5.566 6.276 -0.636  -0.03
93 H 2.267 6.598 -1.238  0.14
94 H 4.883 7.735 -2.920  0.09
95 H 4.729 8.797 -1.507  0.09
96 H 3.279 8.176 -2.312  0.09
97 H 5.722 5.244 -0.953  0.09
98 H 5.567 6.301 0.454  0.09
99 H 6.374 6.895 -1.013  0.09
100 C -3.887 5.112 -5.798  -0.34
101 O -2.756 4.702 -5.592  -0.01
102 N -4.685 4.672 -6.783  -0.19
103 C -6.022 5.195 -6.986  -0.05
104 C -4.184 3.638 -7.675  -0.03
105 H -4.352 5.893 -5.176  0.14
106 H -6.761 4.397 -6.896  0.09
107 H -6.110 5.644 -7.977  0.09
108 H -6.236 5.956 -6.238  0.08
109 H -3.933 2.740 -7.111  0.09
110 H -3.284 3.982 -8.184  0.09
111 H -4.948 3.400 -8.410  0.09

Calculated values
Charge: +1
LUMO level, eV: -2.98
Kohn-Sham gap, eV: 7.45
Strongest force on any atom, eV/Å: 1.24
Highest occupied orbital energy, eV: -10.438

DFT (ωB97M-V with the def2-TZVPD basis set) results for a 7-piece molecular cluster, C31H65N3O20 overall in a non-equilibrium geometry.

Last column: Löwdin charge in e.
Element x y z (Å)
1 C -2.176 -3.283 -3.267  -0.15
2 C -0.867 -2.386 -2.741  -0.23
3 C 0.443 -3.058 -3.510  -0.20
4 N 1.690 -2.227 -3.306  -0.07
5 N 1.556 -1.542 -2.111  -0.17
6 C 2.398 -2.118 -0.995  -0.17
7 C 2.819 -1.051 0.181  -0.16
8 C 1.532 -0.427 1.018  -0.27
9 N 1.830 1.055 1.240  -0.07
10 C 1.814 -0.071 -2.350  -0.25
11 O 0.870 0.796 -1.890  -0.02
12 O 2.989 0.523 -3.005  0.00
13 H -1.933 -4.394 -2.908  0.08
14 H -3.148 -2.847 -2.783  0.08
15 H -2.144 -3.245 -4.437  0.07
16 H -1.013 -1.276 -3.080  0.11
17 H -0.847 -2.534 -1.572  0.11
18 H 0.155 -3.136 -4.653  0.12
19 H 0.552 -4.166 -3.126  0.12
20 H 2.480 -2.908 -3.305  0.12
21 H 1.735 -2.953 -0.458  0.14
22 H 3.378 -2.659 -1.334  0.11
23 H 3.438 -1.678 0.986  0.11
24 H 3.580 -0.209 -0.189  0.13
25 H 0.512 -0.565 0.446  0.12
26 H 1.497 -0.926 2.094  0.10
27 H 2.714 1.159 1.811  0.07
28 H 1.053 1.365 1.897  0.08
29 H 2.623 0.949 -3.858  0.15
30 C 0.232 3.892 -2.179  -0.07
31 C -1.245 3.561 -2.056  -0.22
32 O -2.049 4.627 -2.577  0.02
33 C -2.164 4.669 -3.928  -0.55
34 O -1.661 3.883 -4.718  0.10
35 O -2.918 5.749 -4.253  -0.01
36 C -3.051 5.959 -5.656  -0.05
37 H 0.448 4.862 -1.720  0.08
38 H 0.842 3.125 -1.695  0.05
39 H 0.535 3.963 -3.228  0.08
40 H -1.507 3.453 -0.998  0.12
41 H -1.489 2.611 -2.546  0.12
42 H -3.407 5.056 -6.162  0.08
43 H -2.094 6.286 -6.075  0.10
44 H -3.787 6.752 -5.812  0.09
45 C 7.878 -4.506 4.425  -0.07
46 C 6.384 -4.594 4.680  -0.22
47 O 5.648 -4.072 3.567  0.01
48 C 5.522 -4.905 2.504  -0.55
49 O 5.963 -6.042 2.424  0.11
50 O 4.839 -4.249 1.533  -0.02
51 C 4.706 -4.987 0.321  -0.04
52 H 8.164 -3.483 4.158  0.08
53 H 8.441 -4.813 5.310  0.08
54 H 8.175 -5.147 3.589  0.08
55 H 6.126 -3.979 5.548  0.12
56 H 6.072 -5.620 4.909  0.13
57 H 4.286 -5.981 0.503  0.10
58 H 5.678 -5.062 -0.176  0.10
59 H 4.023 -4.441 -0.336  0.06
60 C 2.098 -3.875 9.475  -0.06
61 C 1.716 -5.121 8.697  -0.22
62 O 1.127 -4.772 7.438  0.03
63 C 1.998 -4.420 6.460  -0.54
64 O 3.216 -4.390 6.558  0.10
65 O 1.282 -4.086 5.357  0.00
66 C 2.077 -3.615 4.272  -0.05
67 H 1.240 -3.201 9.570  0.09
68 H 2.457 -4.137 10.474  0.07
69 H 2.885 -3.314 8.963  0.08
70 H 0.960 -5.682 9.256  0.12
71 H 2.573 -5.789 8.556  0.13
72 H 2.878 -4.321 4.030  0.09
73 H 2.489 -2.631 4.514  0.10
74 H 1.431 -3.516 3.396  0.09
75 C -3.685 1.579 -6.733  -0.06
76 C -5.180 1.490 -6.478  -0.22
77 O -5.916 2.012 -7.591  0.02
78 C -6.041 1.180 -8.654  -0.55
79 O -5.600 0.043 -8.734  0.10
80 O -6.725 1.836 -9.625  -0.01
81 C -6.858 1.098 -10.837  -0.05
82 H -3.400 2.602 -7.000  0.07
83 H -3.122 1.272 -5.847  0.08
84 H -3.388 0.938 -7.569  0.08
85 H -5.437 2.106 -5.610  0.12
86 H -5.491 0.465 -6.249  0.12
87 H -7.277 0.104 -10.655  0.10
88 H -5.885 1.022 -11.334  0.10
89 H -7.541 1.644 -11.493  0.09
90 C 0.087 11.405 -8.367  -0.07
91 C 0.105 9.919 -8.680  -0.22
92 O -1.049 9.271 -8.131  0.02
93 C -2.195 9.413 -8.842  -0.55
94 O -2.319 10.023 -9.894  0.11
95 O -3.188 8.778 -8.170  -0.02
96 C -4.473 8.919 -8.770  -0.05
97 H -0.032 11.571 -7.292  0.08
98 H 1.012 11.883 -8.701  0.08
99 H -0.754 11.903 -8.860  0.08
100 H 0.981 9.460 -8.210  0.12
101 H 0.183 9.733 -9.758  0.12
102 H -4.454 8.628 -9.825  0.10
103 H -4.824 9.950 -8.659  0.10
104 H -5.168 8.258 -8.245  0.09
105 C -3.001 -2.720 14.851  -0.07
106 C -2.780 -2.698 13.349  -0.22
107 O -1.400 -2.918 13.037  0.02
108 C -0.986 -4.209 13.085  -0.55
109 O -1.681 -5.178 13.354  0.11
110 O 0.341 -4.237 12.803  -0.01
111 C 0.925 -5.533 12.900  -0.05
112 H -2.327 -2.017 15.351  0.08
113 H -4.034 -2.455 15.095  0.08
114 H -2.792 -3.710 15.267  0.08
115 H -3.041 -1.708 12.958  0.12
116 H -3.419 -3.425 12.835  0.12
117 H 0.373 -6.265 12.301  0.10
118 H 0.966 -5.844 13.949  0.10
119 H 1.946 -5.475 12.515  0.09

Calculated values
ΔE to the lowest compared entry with this formula, charge and spin, eV: 0.000
LUMO level, eV: 0.39
SMILES: CCCNN(CCCN)C(=O)O.CCOC(=O)OC.CCOC(=O)OC.CCOC(=O)OC.CCOC(=O)OC.CCOC(=O)OC.CCOC(=O)OC
Kohn-Sham gap, eV: 9.79
Strongest force on any atom, eV/Å: 8.89
Highest occupied orbital energy, eV: -9.398